{"formula": "C9H16O2", "method": "ωB97M-V with the def2-TZVPD basis set", "orbital_gap_ev": 10.60, "e_homo_ha": -0.367, "e_above_lowest_kj_mol": 146.1, "molar_mass_g_mol": 156.2, "elements": ["C", "H", "H", "H", "O", "C", "H", "H", "H", "H", "H", "H", "H", "O", "C", "H", "H", "C", "C", "H", "C", "H", "C", "C", "C", "H", "H"], "coordinates": [[-1.958304, -1.985405, 2.779770], [3.359853, 1.608200, -2.814131], [-3.010883, -1.250475, 0.500692], [0.739441, 2.582209, -2.325010], [-1.597636, -2.418290, 3.848205], [1.765666, 0.771955, -1.570369], [1.529825, 1.648995, 0.402665], [-2.956443, 0.523929, 0.878518], [0.421140, -0.929700, 1.465625], [2.729148, 2.463957, -0.592358], [1.013418, 0.126798, -4.143795], [-2.569169, -2.605068, 2.126205], [-0.158380, 0.758381, 1.669563], [-1.164838, -0.318432, 0.199511], [1.434342, 1.047779, -3.706732], [1.528968, 1.801714, -4.492093], [3.241766, -0.156856, -3.061507], [2.668951, 0.761439, -2.832477], [-2.409525, -0.425318, 0.891957], [3.124682, 0.910134, 0.080966], [2.314240, 1.477301, -0.342156], [-1.901277, 0.101316, 3.031747], [-1.714298, -0.640155, 2.218974], [-0.461406, -0.266953, 1.421571], [0.685992, 1.492270, -2.435981], [-0.350281, 1.161339, -2.347018], [1.404041, -0.248558, -1.309141]], "forces_ev_per_a": [[0.55, -0.91, 0.77], [-0.02, -0.04, 0.00], [-0.09, 0.11, 0.11], [-0.05, -0.16, 0.11], [0.01, 0.50, -0.39], [-0.33, -0.12, -0.17], [0.18, -0.15, 0.01], [-0.16, -0.18, -0.30], [-0.38, 0.20, -0.07], [-0.16, -0.16, -0.12], [0.15, 0.35, 0.18], [-0.36, -0.58, -0.33], [0.11, -0.16, -0.09], [0.02, -0.05, -0.86], [-0.15, -0.17, -0.24], [0.06, -0.17, 0.02], [-0.22, 0.43, 0.17], [0.34, -0.60, -0.10], [-0.52, 0.72, -0.24], [0.30, -0.33, 0.42], [-0.43, 0.45, -0.35], [-0.11, -0.52, -0.60], [-0.22, 1.08, 1.32], [1.12, -0.22, 0.67], [-0.04, 0.01, 0.06], [0.09, 0.09, 0.19], [0.29, 0.57, -0.18]], "lowdin_charge": [-0.23, 0.10, 0.12, 0.11, 0.07, -0.36, 0.06, 0.13, 0.14, 0.08, 0.11, 0.12, 0.11, -0.10, -0.19, 0.09, 0.11, -0.16, -0.15, 0.07, -0.08, 0.16, -0.22, -0.16, -0.16, 0.09, 0.14]}

{"formula": "C9H16O4", "method": "ωB97M-V with the def2-TZVPD basis set", "orbital_gap_ev": 10.22, "e_homo_ha": -0.367, "e_above_lowest_kj_mol": 972.2, "molar_mass_g_mol": 188.2, "elements": ["H", "H", "C", "C", "H", "H", "C", "H", "O", "H", "H", "C", "H", "O", "C", "H", "H", "H", "C", "H", "O", "H", "C", "H", "O", "C", "H", "H", "C"], "coordinates": [[4.705162, 0.159029, -0.959020], [1.172930, 0.125264, -0.915669], [1.657678, 0.137876, -0.166730], [0.681310, -2.106640, -0.128043], [2.741311, -1.676256, 0.321792], [-0.907683, 0.688391, -1.228774], [-3.254000, -0.222299, -0.210316], [1.069859, 2.036686, 0.516310], [0.070969, -1.966838, -1.316186], [-2.939274, -0.914850, -0.928169], [1.414398, -1.359704, 1.674827], [1.687018, -1.487264, 0.411448], [-4.375681, -0.427818, -0.415796], [3.888698, -0.131208, -0.626786], [-2.623657, 1.187687, -0.471148], [-3.080681, 1.630286, -1.413999], [-3.150290, 1.996939, 0.102595], [-1.004990, 2.318889, -0.607662], [-0.546171, 0.860024, 0.799533], [-3.031719, -0.449663, 0.659179], [0.428074, -3.378860, 0.623391], [-1.160221, 1.608717, 1.765986], [-1.090068, 1.347046, -0.535659], [-0.863164, -0.153383, 0.977993], [3.437322, 1.745393, -0.293053], [0.934803, 0.940071, 0.675349], [-0.083796, -4.090742, 0.079680], [1.199005, 0.923581, 2.016866], [3.022865, 0.659649, -0.407939]], "forces_ev_per_a": [[1.56, 1.36, -0.31], [-5.87, -0.79, -10.75], [7.12, -4.49, 8.29], [-8.86, -8.77, -9.08], [-0.01, -1.31, -0.20], [2.21, -2.84, -4.42], [-3.36, 3.40, -7.79], [0.67, -0.79, -0.24], [3.20, -0.19, 6.93], [1.54, -1.18, -0.89], [0.99, -0.50, -3.58], [4.33, 9.08, 6.24], [1.36, 1.46, 0.78], [4.33, -11.64, -2.24], [-3.47, 1.66, -1.72], [0.86, -1.08, 0.12], [0.89, -0.91, 0.88], [1.51, 4.82, -1.22], [-2.13, 1.70, 0.92], [1.87, -2.84, 8.25], [-0.70, 1.06, -2.26], [2.43, -2.31, -2.87], [-5.03, -2.63, 5.75], [-0.36, -0.45, 0.26], [-1.08, 6.87, 0.61], [-1.80, 5.83, 9.67], [1.13, 2.45, 0.93], [0.32, -0.33, -3.87], [-3.65, 3.38, 1.82]], "lowdin_charge": [0.14, 0.04, -0.18, -0.40, 0.13, 0.06, -0.07, 0.14, 0.01, 0.05, 0.23, -0.01, 0.11, 0.23, -0.24, 0.11, 0.11, 0.07, -0.21, -0.04, -0.02, 0.22, -0.19, 0.08, 0.16, -0.25, 0.15, 0.21, -0.64]}

{"formula": "C9H16SSi", "method": "ωB97M-V with the def2-TZVPD basis set", "orbital_gap_ev": [7.46, 6.64], "e_homo_ha": [-0.282, -0.271], "e_above_lowest_kj_mol": 525.8, "molar_mass_g_mol": 184.4, "elements": ["H", "C", "Si", "H", "H", "H", "H", "H", "H", "C", "C", "H", "C", "H", "H", "C", "C", "H", "H", "H", "S", "H", "C", "C", "C", "H", "H"], "coordinates": [[2.629936, 3.130282, -0.601151], [2.380356, -1.076009, 1.245736], [-2.097648, -0.084138, -0.208549], [-1.975003, -2.335060, 1.284679], [-2.696432, 0.585881, -2.690273], [3.569021, 0.563918, -2.170622], [-1.792967, 2.152239, 1.081571], [-3.514609, 1.680427, 1.213650], [1.413360, -1.244042, 1.010674], [4.178498, 0.777293, -1.249743], [2.326140, 2.159034, -0.091889], [-2.323463, 0.908874, 2.183727], [2.869791, -0.109343, 0.564135], [-2.321910, -2.492230, -0.353614], [-3.616701, -1.954612, 0.669198], [3.116671, 0.941937, -0.143514], [-2.516882, -1.868734, 0.499337], [2.705958, -1.374944, 2.164546], [-2.555676, -1.094011, -2.431949], [4.805593, 1.532779, -1.700457], [0.696414, 1.805242, 0.393596], [-3.990922, -0.483473, -1.909659], [-2.468935, 1.320708, 1.174226], [-2.925798, -0.241681, -2.002009], [-0.279229, 0.730093, -0.652831], [4.696403, -0.078899, -0.877639], [0.302192, 0.106464, -1.152709]], "forces_ev_per_a": [[-0.50, -1.40, 1.07], [1.11, 1.21, -0.55], [0.74, 1.82, 0.64], [0.45, 0.11, 1.02], [-0.43, -0.12, 0.44], [0.50, -0.60, 0.71], [0.11, 0.34, -0.29], [0.43, -0.02, -0.28], [-3.19, -1.58, -1.06], [-2.07, -0.74, -1.04], [-0.18, -1.15, -0.56], [0.20, -0.23, -0.31], [0.09, -0.17, 0.97], [0.02, -0.52, -0.62], [0.76, 0.31, 0.06], [1.60, 3.22, -2.66], [-0.47, 1.22, -1.21], [1.12, -0.88, 2.27], [1.41, -2.30, -1.03], [0.35, 0.82, 1.18], [-1.87, 1.29, -0.22], [-0.02, 0.61, -0.01], [-1.37, -1.44, -0.45], [-0.44, 2.21, 2.20], [-2.16, 1.18, 3.40], [0.99, -0.57, -0.75], [2.82, -2.61, -2.91]], "lowdin_charge": [0.09, 0.05, 0.67, 0.00, 0.03, 0.09, -0.05, 0.02, 0.02, -0.05, -0.37, 0.02, -0.11, 0.00, 0.04, -0.41, -0.19, 0.04, -0.03, 0.07, 0.86, 0.03, -0.22, -0.18, -0.42, 0.06, -0.08]}

{"formula": "C9H17AlN2", "method": "ωB97M-V with the def2-TZVPD basis set", "orbital_gap_ev": 6.33, "e_homo_ha": -0.587, "charge": 2, "molar_mass_g_mol": 180.2, "elements": ["H", "Al", "H", "C", "C", "H", "C", "N", "H", "C", "H", "H", "H", "H", "H", "C", "N", "H", "H", "H", "C", "H", "C", "C", "H", "C", "H", "H", "H"], "coordinates": [[0.283701, 1.887045, -0.866023], [-0.024814, -0.363175, 0.075877], [1.817434, -0.173407, 2.155812], [-2.946722, -0.409475, 0.320320], [2.312037, 1.355745, -0.837297], [0.577667, 0.837332, -2.040254], [-0.168785, -2.090391, -1.150445], [0.790827, 1.042353, -1.043636], [-3.796508, -0.706369, -0.289620], [-1.280967, 0.836133, 1.310967], [2.935639, 0.747033, -1.444537], [-0.920672, -2.783093, -0.748772], [-2.941122, -2.026604, 1.851986], [3.683776, 0.816306, 0.801811], [-2.488644, 1.648049, -0.430719], [2.647637, 1.120143, 0.617510], [1.767967, -0.026049, 1.147630], [2.458429, 2.028106, 1.190761], [0.832513, -2.539800, -1.220903], [2.500718, 2.383087, -1.126291], [-2.470055, -1.118824, 1.457489], [-0.800269, 1.760159, 1.689084], [-2.219629, 0.806095, 0.206075], [-0.601305, -1.195929, -2.185323], [2.074153, -0.907586, 0.793282], [-1.431757, -0.396850, 2.062386], [-0.997788, -0.597525, 3.051774], [0.066861, -0.889512, -2.987757], [-1.660320, -1.042996, -2.361188]], "forces_ev_per_a": [[-0.43, 0.73, 0.28], [-1.07, 2.28, 2.51], [-0.15, 0.48, -0.02], [0.37, -0.05, 0.60], [-1.30, 0.03, 0.22], [0.62, 0.58, 0.67], [-0.76, 0.65, -2.38], [1.67, -0.47, -1.41], [0.30, 0.03, 0.04], [0.47, 0.44, -0.48], [0.06, -0.80, -0.86], [0.02, 0.70, 0.38], [0.50, 0.29, -0.28], [-0.11, 0.34, -0.40], [0.27, -0.25, 0.06], [-0.53, -0.87, 1.15], [-0.61, 0.29, -0.74], [-0.22, -0.31, 0.27], [-0.08, 0.52, 0.03], [-0.05, 0.13, 0.01], [-0.90, -0.34, -0.90], [-0.19, -0.77, -0.31], [-0.06, -0.69, 0.63], [0.29, -3.16, 1.27], [1.50, -0.85, -0.25], [0.31, 0.36, -0.12], [-0.09, 0.06, -0.65], [0.21, 0.43, 0.40], [-0.04, 0.23, 0.27]], "lowdin_charge": [0.12, 0.50, 0.14, -0.09, -0.09, 0.12, -0.05, 0.06, 0.13, -0.21, 0.12, 0.12, 0.13, 0.14, 0.13, -0.12, 0.06, 0.14, 0.11, 0.14, -0.08, 0.14, -0.11, 0.11, 0.09, -0.11, 0.14, 0.11, 0.11]}